Model i:
An isolated molecule of C2H5NO2. Source: the Open Molecules 2025 dataset; level of theory: wB97M-V/def2-TZVPD.

HOMO level: -9.68 eV
frontier orbital gap: 10.2 eV
SMILES: NCC(=O)O

CARTESIAN COORDINATES (ANGSTROEM)
N 1.14 0.22 -0.05
C 0.12 -0.67 -0.01
C -1.29 0.06 -0.07
O -2.36 -0.45 -0.02
O -1.15 1.42 -0.03
H 1.96 0.11 -0.63
H 1.60 0.44 0.86
H 0.17 -1.22 -0.90
H -0.08 -1.36 0.87
H -0.11 1.46 -0.03


Model ii:
An isolated molecule of C2H5NO2. Source: the Open Molecules 2025 dataset; level of theory: wB97M-V/def2-TZVPD.

HOMO level: -10.23 eV
frontier orbital gap: 11.1 eV
SMILES: O=CNCO

CARTESIAN COORDINATES (ANGSTROEM)
O 0.79 1.63 0.32
C -0.11 1.06 0.89
N -0.50 -0.20 0.61
C 0.20 -0.88 -0.48
O 0.00 -0.23 -1.67
H -0.72 1.54 1.68
H -1.15 -0.69 1.20
H 1.25 -0.96 -0.20
H -0.28 -1.84 -0.69
H 0.52 0.58 -1.66


Preferred: model ii; penalty for the next structure: 0.249 eV.